ORCA calculation (ωB97M-V/def2-TZVPD) on a single C8H10S2 molecule in a non-equilibrium geometry.

Values from the calculation:
SMILES: C=C/C=C\[C@@H]1S[C@@]1(S)C=C
Total energy in eV: -30124.792
Orbital gap in eV: 9.0
HOMO energy in hartree: -0.3139
Energy above the lowest of the compared OMol25 structures with the same formula, charge and spin in eV: 2.253

Geometry as XYZ:
```
20
Properties=species:S:1:pos:R:3:mulliken_charge:R:1
C 2.11 -0.26 -0.97 -0.205
C 2.59 -0.71 0.25 -0.177
C 1.06 0.45 -1.30 -0.431
C 2.54 -0.05 1.38 -0.471
C -3.48 -0.46 0.04 -0.841
C -2.51 0.40 -0.27 -0.182
C -0.08 1.05 -0.64 -0.503
C -1.08 0.22 0.11 0.803
S -0.27 1.57 1.12 -0.180
S -0.56 -1.42 0.63 -0.179
H 2.69 -0.58 -1.80 0.341
H 3.06 -1.79 0.16 0.187
H 1.11 0.85 -2.42 0.110
H 2.96 -0.35 2.36 0.264
H -4.51 -0.23 -0.22 0.260
H -3.26 -1.44 0.37 0.300
H -2.69 1.47 -0.65 0.165
H -0.70 1.72 -1.26 0.433
H 2.02 0.89 1.30 0.155
H -1.01 -1.31 1.80 0.153
```


ORCA calculation (ωB97M-V/def2-TZVPD) on a molecular structure, C8H11BeOPS2 in a non-equilibrium geometry.

Values from the calculation:
Charge: +2
Total energy in eV: -41849.836
Orbital gap in eV: 3.0
HOMO energy in hartree: -0.5542

Geometry as XYZ:
```
24
Properties=species:S:1:pos:R:3:mulliken_charge:R:1
O -1.13 -1.31 1.91 -0.638
C -1.01 -0.59 0.77 0.628
C -1.72 -1.19 -0.59 -0.775
P -0.72 -2.54 -1.50 0.462
S 1.10 -1.40 -1.50 -0.219
S 0.28 -4.05 -2.66 -0.258
C -0.19 0.83 0.88 0.447
C -0.44 1.93 -0.33 -0.195
C 0.35 3.37 -0.37 -0.407
C 1.42 3.69 0.84 -0.234
C 1.71 2.65 2.11 -0.395
C 0.89 1.19 2.11 -0.218
H -2.10 -0.34 -1.33 0.444
H -2.73 -1.72 -0.21 0.399
H -1.62 -2.36 -2.64 0.200
H -1.03 -3.57 -0.52 -0.099
H 1.66 -1.44 -0.19 0.227
H 1.52 -3.55 -3.17 0.244
H -1.21 1.66 -1.17 0.116
H 0.13 4.09 -1.27 0.351
H 2.03 4.70 0.85 0.340
H 2.48 2.88 2.96 0.354
H 1.03 0.37 2.96 0.245
Be -0.70 -3.30 2.07 0.982
```


ORCA calculation (ωB97M-V/def2-TZVPD) on a single C8H11BrO2 molecule in a non-equilibrium geometry.

Values from the calculation:
SMILES: C=C(O)/C=C\C/C(O)=C(/C)Br
Total energy in eV: -82608.458
Orbital gap in eV: 8.5
HOMO energy in hartree: -0.2901
Energy above the lowest of the compared OMol25 structures with the same formula, charge and spin in eV: 1.364

Geometry as XYZ:
```
22
Properties=species:S:1:pos:R:3:mulliken_charge:R:1
C -0.23 -1.63 -1.12 -0.949
C 0.46 -1.92 -0.07 -0.008
C -0.48 0.84 -0.60 0.467
C -0.41 -0.20 -1.68 -1.478
C 1.41 -1.03 0.58 1.284
C -1.66 0.97 0.21 0.299
C 2.30 -0.27 0.04 -1.509
C -1.70 1.89 1.31 -1.068
O 0.51 1.78 -0.51 -0.586
O 1.45 -1.17 1.96 -0.560
Br -2.83 -0.44 0.12 -0.126
H -0.91 -2.35 -1.47 0.493
H 0.70 -3.00 0.31 0.311
H 0.48 0.07 -2.22 0.499
H -1.31 -0.04 -2.20 0.513
H 2.35 -0.29 -1.07 0.501
H 3.03 0.27 0.53 0.311
H 1.28 1.53 -1.03 0.428
H -2.75 2.38 1.20 0.312
H -0.96 2.75 1.08 0.262
H -1.55 1.65 2.34 0.285
H 0.83 -1.80 2.30 0.320
```


Q: What is the HOMO energy in the first record?
A: -0.3139 hartree


Q: What is the total energy in the second record?
A: -41849.836 eV


Q: Number 3 is which compound?
A: C8H11BrO2


Q: Look up the total energy of the third one.
A: -82608.458 eV